# 1
C3H7NO3S | wB97M-V/def2-TZVPD

```
! wB97M-V def2-TZVPD RIJCOSX def2/J DEFGRID3
* xyz 0 1
C 1.0837 0.5924 -0.4248
C -0.0596 -0.2620 -0.1074
C 1.5044 0.8834 -1.8418
N -2.0912 -0.4105 1.8320
O -0.9554 -2.4285 1.1684
O 0.3063 -0.7412 2.5023
O -0.2684 1.0559 -0.1645
S -0.6375 -1.0765 1.4734
H 1.7635 0.8463 0.2640
H -0.9710 -1.3768 -1.4425
H 1.8175 1.9008 -1.9470
H 0.6741 0.5998 -2.4730
H 2.4397 0.1785 -2.1009
H -2.5926 -0.2291 1.0132
H -2.0136 0.4674 2.2487
*
```

## Properties
- LUMO (spin up / spin down) (eV) = -0.44 / -0.44
- energy above the lowest of the compared OMol25 structures with the same formula, charge and spin (kJ/mol) = 513.1
- strongest force on any atom (hartree/bohr) = 0.073
- HOMO-LUMO gap (spin up / spin down) (eV) = 9.27 / 9.27
- DFT total energy (eV) = -21686.6554

Atomic partial charges in e from the Mulliken method, atoms 1 to 6:
1. C 0.3924
2. C -0.4057
3. C -1.2661
4. N -0.5399
5. O -0.5900
6. O -0.6125

---

# 2
C64H164N12O20 | wB97M-V/def2-TZVPD

```
! wB97M-V def2-TZVPD RIJCOSX def2/J DEFGRID3
* xyz 0 1
C -17.1410 -21.1623 3.5168
O -16.5793 -22.2508 4.2940
C -17.2321 -23.4798 3.9764
C -16.7068 -24.5731 4.9224
C -15.3523 -25.1649 4.5441
N -17.6399 -25.6132 5.1154
H -16.5525 -20.2723 3.7396
H -18.1970 -20.9183 3.6326
H -16.9922 -21.4392 2.4731
H -18.3029 -23.3804 4.1543
H -17.0611 -23.6928 2.9212
H -16.6116 -24.0198 5.8566
H -14.6703 -24.3152 4.5102
H -15.3545 -25.5234 3.5148
H -14.9596 -25.9038 5.2426
H -17.2591 -26.2992 5.7514
H -18.4703 -25.2565 5.5664
C -22.5516 -28.9119 0.9884
O -21.9145 -28.0615 1.9478
C -20.5900 -27.6791 1.6121
C -19.9977 -26.8251 2.7568
C -20.7770 -25.5519 3.0492
N -18.6735 -26.4084 2.3859
H -23.6123 -28.9531 1.2362
H -22.3148 -29.9755 0.9612
H -22.4460 -28.4066 0.0284
H -19.9959 -28.5922 1.5748
H -20.5718 -27.1972 0.6345
H -19.9216 -27.3777 3.6932
H -21.7978 -25.7084 3.3978
H -20.8373 -24.9527 2.1406
H -20.3008 -24.9451 3.8193
H -18.1271 -27.2322 2.1787
H -18.2084 -26.0467 3.2063
C -18.6196 -30.9518 -0.4631
O -19.3871 -31.5679 0.5461
C -18.6192 -32.4431 1.4248
C -18.9908 -33.9206 1.1679
C -20.5042 -34.3102 1.2739
N -18.2876 -34.7319 2.1340
H -18.4806 -31.6157 -1.3164
H -17.6227 -30.7097 -0.0947
H -19.1891 -30.1160 -0.8695
H -17.5435 -32.3160 1.3030
H -18.7784 -32.1791 2.4703
H -18.6228 -34.1232 0.1622
H -20.7898 -34.0288 2.2875
H -20.6653 -35.3837 1.1758
H -21.2080 -33.9249 0.5362
H -18.6512 -35.6659 2.0089
H -18.4108 -34.4460 3.0948
C -21.2400 -23.5006 -0.5494
O -22.4675 -23.8924 0.0130
C -23.4014 -24.4268 -0.8910
C -24.8428 -24.6397 -0.2754
C -24.8633 -25.6406 0.8145
N -25.8111 -25.0007 -1.2334
H -21.3208 -22.7700 -1.3542
H -20.7550 -24.4004 -0.9280
H -20.5714 -23.0391 0.1772
H -23.6300 -23.6278 -1.5963
H -22.9924 -25.2429 -1.4866
H -25.1024 -23.6729 0.1559
H -25.7591 -25.6210 1.4351
H -24.0787 -25.4134 1.5362
H -24.7039 -26.6725 0.5014
H -25.7100 -26.0055 -1.2498
H -26.6701 -24.9003 -0.7117
C -23.3659 -32.5348 -1.8367
O -24.4494 -33.4527 -1.9766
C -25.7832 -32.9583 -1.7916
C -26.8675 -33.8884 -2.3847
N -28.2573 -33.3493 -2.1767
C -29.2138 -34.2328 -2.7980
C -29.3348 -34.1323 -4.3154
O -30.0566 -35.3334 -4.6984
C -30.2106 -35.4829 -6.0775
H -23.3322 -31.8007 -2.6417
H -22.4296 -33.0923 -1.8635
H -23.3237 -31.9691 -0.9059
H -25.8801 -31.9483 -2.1900
H -25.9753 -32.7104 -0.7477
H -26.6987 -34.8301 -1.8625
H -26.6794 -33.9951 -3.4530
H -28.4490 -33.2266 -1.1927
H -30.1881 -33.8988 -2.4412
H -29.0840 -35.2498 -2.4278
H -28.3534 -34.2574 -4.7731
H -29.7628 -33.2357 -4.7638
H -30.6862 -34.5835 -6.4685
H -30.6704 -36.4121 -6.4140
H -29.2294 -35.4901 -6.5523
C -24.9171 -28.1967 -2.2941
O -25.8164 -28.0422 -1.2301
C -26.6904 -29.1566 -1.0339
C -27.7402 -28.9108 0.0784
N -27.2001 -28.4992 1.3430
C -26.8089 -29.6468 2.1730
C -26.1610 -29.2316 3.4682
O -24.9900 -28.4168 3.1608
C -24.3839 -27.6801 4.2667
H -24.4782 -27.2295 -2.5390
H -25.3720 -28.4868 -3.2412
H -24.1298 -28.9271 -2.1077
H -26.0116 -29.9889 -0.8480
H -27.1051 -29.2981 -2.0320
H -28.2833 -29.8533 0.1483
H -28.4240 -28.1366 -0.2695
H -26.3798 -27.9277 1.1989
H -26.1909 -30.3759 1.6489
H -27.6911 -30.2111 2.4753
H -25.8262 -30.1071 4.0245
H -26.9277 -28.7178 4.0481
H -24.8098 -26.6768 4.2558
H -23.3195 -27.4732 4.1551
H -24.4961 -28.1675 5.2352
C -19.0736 -28.6845 5.9004
O -18.0734 -28.1436 6.7338
C -16.8635 -28.8689 6.5626
C -15.6733 -28.3235 7.3709
N -15.5947 -29.0236 8.6983
C -14.8286 -28.3334 9.7478
C -15.0023 -29.1098 11.0462
O -14.4353 -28.6669 12.2970
C -13.0113 -28.8400 12.3287
H -18.7308 -28.9008 4.8886
H -19.8527 -27.9290 5.7982
H -19.4778 -29.6071 6.3171
H -16.6666 -28.9403 5.4929
H -17.0983 -29.8975 6.8362
H -15.8936 -27.2563 7.3936
H -14.7426 -28.5768 6.8632
H -16.5005 -29.3127 9.0390
H -15.2053 -27.3256 9.9226
H -13.7937 -28.2017 9.4320
H -14.7668 -30.1576 10.8596
H -16.0800 -29.1914 11.1883
H -12.6972 -29.8788 12.2265
H -12.6049 -28.4997 13.2812
H -12.5386 -28.1481 11.6317
C -18.4968 -31.4554 9.3662
O -18.1041 -30.2293 10.0104
C -19.0924 -29.1838 9.7068
C -18.6475 -27.8216 10.2015
N -19.2048 -26.7613 9.4295
C -18.5459 -25.4786 9.6800
C -19.1418 -24.2900 8.9001
O -19.0365 -24.3942 7.4984
C -19.5207 -23.3084 6.7774
H -18.5645 -31.3275 8.2858
H -19.4552 -31.7506 9.7934
H -17.7678 -32.2388 9.5733
H -19.9713 -29.5252 10.2536
H -19.2438 -29.1758 8.6274
H -17.5659 -27.7505 10.3168
H -19.0642 -27.7883 11.2082
H -19.0334 -26.9607 8.4543
H -17.5232 -25.5569 9.3110
H -18.5781 -25.2898 10.7530
H -18.5560 -23.4306 9.2261
H -20.1533 -24.1188 9.2684
H -18.7614 -22.5281 6.7249
H -20.5045 -22.9349 7.0616
H -19.7068 -23.6617 5.7632
C -23.0826 -23.1301 3.6236
O -22.8069 -21.7412 3.4973
C -21.4531 -21.3922 3.2374
C -21.2535 -19.7956 3.1351
N -20.9457 -19.1154 4.4037
C -21.9572 -19.3867 5.3709
C -21.6473 -18.4400 6.4950
O -21.8272 -17.0928 6.0959
C -21.3080 -16.1392 6.9803
H -22.7751 -23.5541 2.6676
H -24.1242 -23.3145 3.8865
H -22.5285 -23.5716 4.4520
H -21.0896 -21.7929 2.2912
H -20.7683 -21.7795 3.9918
H -22.0658 -19.2909 2.6120
H -20.4335 -19.6583 2.4302
H -20.8981 -18.1140 4.2811
H -21.9090 -20.3857 5.8043
H -22.9353 -19.0990 4.9852
H -20.6148 -18.5729 6.8183
H -22.3124 -18.5339 7.3534
H -21.5297 -15.1598 6.5562
H -20.2452 -16.3686 7.0572
H -21.8674 -16.3045 7.9011
C -21.9998 -30.3851 4.6770
O -21.2078 -31.1718 5.4940
C -20.6186 -32.2990 4.8682
C -19.6351 -33.0409 5.8354
N -18.9452 -34.0394 5.0922
C -18.0817 -34.7633 5.9842
C -18.6368 -35.6142 7.0863
O -19.1337 -34.8094 8.2134
C -19.5829 -35.6224 9.2999
H -22.5748 -30.9975 3.9824
H -21.3354 -29.7488 4.0925
H -22.6574 -29.7268 5.2448
H -20.1011 -31.9390 3.9790
H -21.4002 -32.9837 4.5390
H -20.3723 -33.4055 6.5508
H -18.9448 -32.3179 6.2699
H -19.6233 -34.7096 4.7588
H -17.2611 -34.1174 6.2964
H -17.6429 -35.5742 5.4029
H -17.9139 -36.3172 7.5003
H -19.4425 -36.1654 6.6014
H -19.9389 -34.9980 10.1193
H -18.7771 -36.2911 9.6027
H -20.4658 -36.1795 8.9864
C -16.0350 -29.2860 2.5155
O -16.4972 -28.6810 1.3086
C -15.4974 -28.2731 0.4310
C -16.1423 -27.4012 -0.6880
N -16.4414 -26.0258 -0.3935
C -17.1266 -25.3558 -1.5786
C -17.3581 -23.8559 -1.2704
O -18.1093 -23.2563 -2.3646
C -18.4271 -21.8583 -2.1810
H -15.5054 -30.2236 2.3463
H -16.8512 -29.4301 3.2235
H -15.2375 -28.6930 2.9630
H -15.0126 -29.1734 0.0536
H -14.6587 -27.7935 0.9356
H -17.0189 -27.9538 -1.0260
H -15.4734 -27.4599 -1.5466
H -17.0658 -26.1365 0.3925
H -18.1243 -25.7800 -1.6905
H -16.4695 -25.4594 -2.4421
H -16.3949 -23.3668 -1.1254
H -17.9001 -23.6432 -0.3490
H -17.6004 -21.3591 -2.6863
H -18.4646 -21.6001 -1.1227
H -19.3357 -21.4685 -2.6400
C -23.8796 -33.7303 -4.9010
O -23.3233 -32.5673 -5.5624
C -23.9419 -32.3073 -6.7955
C -23.4625 -30.9753 -7.2700
N -23.9947 -29.8955 -6.4374
C -23.2423 -28.6468 -6.5661
C -22.0628 -28.5995 -5.4926
O -22.5089 -28.4804 -4.1642
C -21.4222 -28.3840 -3.1923
H -24.9033 -33.4882 -4.6156
H -23.2600 -34.0035 -4.0468
H -23.9435 -34.5912 -5.5665
H -25.0202 -32.4300 -6.6942
H -23.7212 -33.1516 -7.4487
H -23.7168 -30.7066 -8.2952
H -22.3742 -31.0262 -7.3029
H -23.8076 -30.1192 -5.4704
H -23.9263 -27.8129 -6.4089
H -22.8617 -28.5018 -7.5771
H -21.4853 -27.7441 -5.8430
H -21.4152 -29.4755 -5.4548
H -21.0061 -29.3772 -3.0234
H -21.6664 -27.9673 -2.2151
H -20.5804 -27.7578 -3.4877
*
```

## Properties
- LUMO (eV) = 0.47
- energy above the lowest of the compared OMol25 structures with the same formula, charge and spin (kJ/mol) = 213.1
- strongest force on any atom (hartree/bohr) = 0.072
- HOMO-LUMO gap (eV) = 9.16
- DFT total energy (eV) = -127842.1425

Atomic partial charges in e from the Mulliken method, atoms 1 to 6:
1. C -0.6391
2. O -0.4507
3. C -0.0770
4. C 0.5191
5. C -1.5620
6. N 1.0859

---

# 3
C2HN3OS | wB97M-V/def2-TZVPD

```
! wB97M-V def2-TZVPD RIJCOSX def2/J DEFGRID3
* xyz 0 1
C 1.1410 -0.9380 0.1267
C -0.8741 1.7174 0.0132
N 0.2697 -1.7620 0.3654
N -0.2675 -2.6869 0.7657
N -0.9613 0.6878 -0.5423
O -0.9731 2.6817 0.6944
S 2.0508 0.2656 -0.3487
H -0.3855 0.0344 -1.0744
*
```

## Properties
- LUMO (spin up / spin down) (eV) = -2.10 / -2.08
- energy above the lowest of the compared OMol25 structures with the same formula, charge and spin (kJ/mol) = 134.0
- strongest force on any atom (hartree/bohr) = 0.075
- HOMO-LUMO gap (spin up / spin down) (eV) = 6.67 / 6.70
- DFT total energy (eV) = -19439.1559

Atomic partial charges in e from the Mulliken method, atoms 1 to 6:
1. C 0.4249
2. C 0.5579
3. N 0.4801
4. N -0.6795
5. N -0.3938
6. O -0.4588

---

# 4
C41H51BrClF3IN5O3Si2 | wB97M-V/def2-TZVPD

```
! wB97M-V def2-TZVPD RIJCOSX def2/J DEFGRID3
* xyz 0 1
C 5.3810 4.6832 -0.2643
C 6.2099 3.5238 0.2584
C 5.4787 2.3296 1.0707
Si 4.6275 0.9411 -0.0433
C 5.9355 -0.5297 0.0699
C 6.7792 -0.8090 -1.2843
C 5.9079 -1.4886 -2.5327
F 5.9173 -0.5964 -3.7503
F 4.5508 -1.9354 -2.1390
F 6.6258 -2.7393 -2.9901
C 4.1939 1.4815 -1.7971
C 5.2531 2.3123 -2.6894
O 6.5811 2.2945 -2.6767
Br 4.4351 3.5579 -4.0876
O 3.3886 0.3701 1.0072
Si 1.8304 0.0180 0.5522
I 1.0600 -0.2608 -1.7373
C 0.6551 1.3069 1.4758
C -0.7207 1.6159 0.6424
C -1.7630 0.3646 0.5365
C -3.0457 0.5862 -0.4572
C -2.8113 1.6520 -1.6778
C -3.1172 3.2094 -1.1549
C 1.3502 -1.6837 1.4377
C 2.5231 -2.7697 1.0284
O 2.6118 -3.1964 -0.2440
Cl 3.7543 -3.4250 2.2834
H 5.3645 5.0258 -1.3825
H 4.6919 5.2408 0.5106
H 7.3801 3.4968 0.0367
H 6.1764 1.7734 1.8615
H 4.6230 2.8310 1.7354
H 6.7046 -0.3510 0.9567
H 5.3834 -1.5469 0.3593
H 7.5627 -1.6678 -0.9996
H 7.4690 0.0871 -1.6497
H 3.9125 0.5176 -2.4435
H 3.1856 2.1206 -1.7582
H 0.3992 0.8594 2.5427
H 1.3190 2.2658 1.6771
H -1.2886 2.4823 1.2362
H -0.3941 2.0953 -0.3789
H -1.2634 -0.6694 0.2176
H -2.1958 0.1660 1.6248
H -3.9459 0.9613 0.2035
H -3.3070 -0.4636 -0.9626
H -3.4987 1.4430 -2.6025
H -1.6870 1.5856 -2.0530
H -3.2002 3.1450 0.0293
H -4.1120 3.5807 -1.6509
H -2.2270 3.9333 -1.4568
H 0.2892 -2.0277 1.0243
H 1.3224 -1.5190 2.5991
C -6.6530 1.3365 -6.7613
C -6.1332 2.6265 -6.7470
C -5.5071 3.0683 -5.5925
N -5.3747 2.3194 -4.4758
C -5.8908 1.0719 -4.5191
C -6.5306 0.5402 -5.6272
H -7.1496 0.9548 -7.6486
H -6.2133 3.2723 -7.6140
H -5.0824 4.0662 -5.5330
H -5.7734 0.4911 -3.6085
H -6.9245 -0.4696 -5.6067
C -12.4324 0.5757 -7.9838
C -11.7459 1.6201 -7.3734
C -10.3618 1.6221 -7.4393
N -9.6378 0.6650 -8.0598
C -10.3318 -0.3371 -8.6417
C -11.7147 -0.4240 -8.6324
H -13.5175 0.5408 -7.9541
H -12.2758 2.4137 -6.8591
H -9.7808 2.4172 -6.9812
H -9.7268 -1.0948 -9.1318
H -12.2200 -1.2510 -9.1181
C -1.2505 0.1730 6.8597
C -1.8178 0.4824 5.6281
C -1.2752 1.5296 4.9007
N -0.2273 2.2722 5.3202
C 0.3012 1.9493 6.5206
C -0.1691 0.9184 7.3180
H -1.6479 -0.6420 7.4577
H -2.6619 -0.0786 5.2434
H -1.6807 1.8077 3.9323
H 1.1409 2.5624 6.8360
H 0.2957 0.7020 8.2732
C 0.5418 -5.4612 5.0253
C 0.9560 -5.0722 3.7558
C 0.0317 -4.4623 2.9228
N -1.2523 -4.2260 3.2706
C -1.6255 -4.6164 4.5086
C -0.7738 -5.2297 5.4133
H 1.2384 -5.9410 5.7067
H 1.9741 -5.2395 3.4230
H 0.3073 -4.1376 1.9236
H -2.6628 -4.4173 4.7631
H -1.1274 -5.5204 6.3960
C 6.8495 -3.5754 5.7785
C 6.2822 -3.2660 4.5468
C 6.8248 -2.2188 3.8195
N 7.8727 -1.4763 4.2390
C 8.4012 -1.7991 5.4393
C 7.9309 -2.8301 6.2368
H 6.4521 -4.3904 6.3765
H 5.4381 -3.8270 4.1622
H 6.4193 -1.9407 2.8511
H 9.2409 -1.1861 5.7548
H 8.3957 -3.0464 7.1920
*
```

## Properties
- LUMO (eV) = -0.16
- strongest force on any atom (hartree/bohr) = 0.177
- HOMO-LUMO gap (eV) = 7.93
- DFT total energy (eV) = -171503.7742

Atomic partial charges in e from the Mulliken method, atoms 1 to 6:
1. C -0.6696
2. C -0.2045
3. C -0.5932
4. Si -0.0585
5. C -0.2294
6. C -0.8631

---

# 5
C19H48AlCl2NO8P3S | wB97M-V/def2-TZVPD

```
! wB97M-V def2-TZVPD RIJCOSX def2/J DEFGRID3
* xyz -1 1
C 3.3678 2.3410 -3.6149
C 3.0293 2.7515 -5.0654
C 1.5682 2.5274 -5.4515
C 1.0872 1.0868 -5.2754
N -0.3541 0.9867 -5.5821
Al -1.4347 0.6118 -4.1199
P -2.2252 -1.6709 -4.3882
S -3.0302 -2.0911 -6.1772
C -3.0495 1.8097 -3.9419
Cl -4.3058 1.5089 -5.2048
C -2.6550 3.2705 -3.8374
C -2.7819 4.0915 -5.1174
Cl -3.7462 4.0953 -2.5680
H 2.4734 2.0108 -3.0878
H 3.7676 3.1837 -3.0506
H 4.0985 1.5344 -3.5736
H 3.6823 2.2149 -5.7575
H 3.2703 3.8111 -5.1718
H 1.4449 2.7469 -6.5143
H 0.9196 3.2067 -4.8914
H 1.3311 0.7150 -4.2757
H 1.6457 0.4852 -6.0021
H -0.4365 0.2123 -6.2335
H -0.5420 0.6771 -2.7688
H -3.1768 -1.8593 -3.3591
H -1.1682 -2.5710 -4.1447
H -3.5549 1.5371 -3.0174
H -1.6653 3.3830 -3.4038
H -2.7265 3.4679 -6.0045
H -1.9544 4.8031 -5.1638
H -3.6880 4.6883 -5.1072
O -0.3948 -2.8195 -0.8018
P -0.3014 -3.9326 0.1664
O -1.1259 -3.3324 1.4527
C -2.3222 -2.5800 1.2475
C -3.5003 -3.4615 0.8787
O 1.2230 -3.8027 0.7305
C 2.2891 -3.4048 -0.1405
C 2.7251 -1.9870 0.1576
O -0.4719 -5.4626 0.5190
C -0.2619 -5.9452 1.8647
C -1.5472 -6.5140 2.4110
H -2.1691 -1.8141 0.4854
H -2.5258 -2.0579 2.1839
H -3.2805 -4.0572 -0.0103
H -4.3803 -2.8515 0.6736
H -3.7414 -4.1523 1.6879
H 1.9904 -3.4938 -1.1853
H 3.1102 -4.1029 0.0341
H 1.8746 -1.3087 0.0970
H 3.4854 -1.6598 -0.5528
H 3.1383 -1.9200 1.1664
H 0.1253 -5.1586 2.5053
H 0.5028 -6.7182 1.7885
H -2.3211 -5.7491 2.4346
H -1.3880 -6.8839 3.4247
H -1.9057 -7.3336 1.7877
O 0.8719 3.8518 4.9218
P 1.0037 2.4735 4.4601
O 0.0863 1.4264 5.2283
C -1.1869 1.8348 5.7440
C -2.2298 1.9817 4.6548
O 2.4301 1.8843 4.9417
C 3.5086 2.7617 5.2617
C 3.7280 2.8025 6.7590
O 0.9996 2.0473 2.9594
C 1.2149 0.6636 2.5788
C -0.0124 0.1148 1.8997
H -1.0811 2.7633 6.3074
H -1.4839 1.0599 6.4503
H -1.9003 2.6849 3.8879
H -3.1678 2.3444 5.0759
H -2.4184 1.0253 4.1659
H 3.3199 3.7638 4.8762
H 4.3945 2.3702 4.7572
H 2.8043 3.0750 7.2697
H 4.5021 3.5273 7.0160
H 4.0338 1.8216 7.1262
H 1.4909 0.0618 3.4430
H 2.0654 0.6667 1.8983
H -0.8772 0.1609 2.5631
H 0.1438 -0.9228 1.6111
H -0.2576 0.6928 1.0078
*
```

## Properties
- LUMO (eV) = 2.10
- strongest force on any atom (hartree/bohr) = 0.123
- HOMO-LUMO gap (eV) = 6.30
- DFT total energy (eV) = -108702.7562

Atomic partial charges in e from the Mulliken method, atoms 1 to 6:
1. C -0.9862
2. C -0.4766
3. C -0.4048
4. C -0.5400
5. N -0.2553
6. Al 0.0116